ORCA calculation (ωB97M-V with the def2-TZVPD basis set) on a 14-piece molecular cluster, C40H110N10O16 overall.

Geometry as ORCA input:
```
! wB97M-V def2-TZVPD RIJCOSX def2/J DEFGRID3
* xyz 0 1
H -3.885 1.440 -2.844
N -4.447 0.683 -4.745
O 2.761 -1.641 -3.521
H 8.760 2.008 -2.620
H 1.853 -2.927 -4.144
H -0.324 -2.092 7.902
H -1.487 -3.998 6.009
N 0.205 -2.404 -1.626
O -1.794 1.214 -4.473
H -2.182 -1.853 -1.129
H 6.341 2.566 -2.350
H -3.351 -3.143 2.563
O -1.854 -4.169 3.543
C 2.510 -1.831 6.402
H -2.116 3.031 0.694
H 4.912 3.027 3.600
C -4.855 -0.534 -5.249
H -5.694 2.339 0.577
H -0.098 4.454 -1.709
O 1.919 4.363 2.889
H 0.569 -0.394 -4.257
H -1.788 0.242 -2.606
N -0.625 -3.810 5.455
H 1.040 -3.256 7.995
H 7.789 2.905 -0.300
H 3.423 3.604 -2.008
C -3.257 -3.305 -1.863
C -5.117 -0.556 -6.783
H 3.028 -1.697 7.351
H -5.435 -3.040 4.042
H 0.550 6.109 -1.767
H 1.859 -1.646 1.498
H -6.283 4.025 0.207
H 4.331 3.577 2.010
C 2.593 3.373 5.035
O -0.286 0.825 4.270
O 3.006 0.101 1.490
C 4.026 0.237 -4.389
H 1.352 1.081 -4.928
O -3.758 5.020 0.119
C 3.234 -1.552 3.207
C 3.110 -0.713 5.512
H 4.264 0.346 -3.303
H -5.412 -1.567 -6.971
H -2.733 -0.062 4.844
H -0.622 -5.347 -4.090
H 1.955 4.162 0.997
H 2.680 -2.830 5.980
H -2.265 2.470 4.243
C 3.279 0.476 0.196
N 0.580 -4.660 -1.128
N -0.082 1.783 0.966
H 3.599 -1.794 1.044
C -4.635 -1.682 2.531
H 0.175 2.126 1.915
H -0.902 -3.511 -6.408
N -1.100 -0.172 1.521
C -0.410 -3.117 -5.555
H -5.417 2.929 -1.012
H 2.547 -1.036 -5.423
C -4.170 3.778 0.658
H -4.176 -1.356 -5.118
C 0.074 -5.518 -4.912
N -4.176 -4.251 -1.579
H -0.093 -3.045 2.426
C -1.283 2.399 -3.952
H 0.170 -2.649 -2.629
H -4.331 -0.240 -2.964
C -0.886 -3.707 4.118
H 0.946 -5.935 -4.406
C 0.658 -4.134 -5.202
H 1.206 -1.664 8.744
H 4.772 -0.463 -4.752
O 1.134 -1.599 6.651
H 2.549 5.571 -0.701
C 6.807 1.696 -1.843
H 1.315 0.787 -3.226
C 3.999 3.125 2.967
H -2.487 2.653 5.936
H -0.192 -6.118 -5.787
C 3.035 4.077 3.759
H -0.076 5.364 -0.226
H 0.556 2.191 0.315
H -4.307 3.867 1.768
H 2.385 2.270 4.879
H 1.709 3.259 -2.504
O 1.971 3.744 0.134
H 0.444 0.227 4.531
C 8.033 1.244 -2.658
H 7.736 0.954 -3.701
H -1.918 2.868 -3.185
H -2.745 0.333 6.578
H 2.981 -2.593 3.386
H 4.201 -0.868 5.572
H 1.407 -4.200 -6.027
O 5.880 0.612 -1.815
H 2.335 0.150 3.828
H 3.980 1.181 -4.893
H -0.125 -2.107 -5.801
H 0.062 -3.190 5.862
C -5.861 -1.435 1.697
C -2.133 0.023 5.719
O -0.245 0.141 -0.548
O 0.179 -3.176 0.538
H 0.535 -2.311 3.900
C -5.492 3.284 0.049
C 1.881 4.724 -0.890
H 2.543 4.767 -2.982
C 2.449 4.014 -2.174
H -3.219 -2.606 0.157
H -5.996 0.017 -7.066
H -5.726 -0.912 -4.644
H -1.156 3.151 -4.768
H -6.553 -2.321 1.694
H -0.988 3.212 5.158
C -3.105 2.847 0.312
C -2.898 -0.829 -7.639
C 0.479 5.177 -1.160
O -4.059 -0.024 -7.596
H 1.243 4.824 3.391
H -0.448 1.240 6.305
H 5.967 -0.013 -2.492
H -0.107 -1.453 -1.378
H -6.413 -0.558 2.113
H -4.066 -2.057 4.638
H -2.246 -0.416 -8.397
C 2.659 -0.510 -4.448
C 0.788 -2.154 7.846
C 7.097 2.016 -0.449
H 4.288 -1.458 3.420
H 3.211 1.543 0.226
H 3.530 2.145 2.890
H -1.100 -2.891 -4.728
H -5.748 -1.350 4.264
N 2.516 -0.796 4.179
H -3.050 2.669 -0.848
H 2.465 -1.369 -2.667
C -2.316 0.230 -3.580
C -0.441 0.559 0.597
C 1.423 0.253 -4.162
H -3.806 1.219 -5.358
H 3.417 5.099 3.994
H 6.160 2.083 0.134
H -1.633 -0.943 5.897
O -3.804 -2.640 1.882
C -3.770 0.527 -3.470
H 2.893 0.209 5.979
O -2.668 -3.248 -2.937
H -5.555 -1.156 0.679
H -2.309 -0.845 -6.718
N -2.890 -2.500 -0.820
H -4.479 5.620 0.363
O 1.410 -3.818 -4.022
H -4.046 -0.772 2.611
H 0.882 -5.132 -0.294
C -1.106 1.131 5.453
C -1.718 2.459 5.150
H 1.666 3.820 5.479
H 3.347 3.460 5.765
N -0.023 -2.981 3.418
H -0.277 2.288 -3.506
H -4.199 -4.989 -2.253
C -4.965 -2.048 3.951
H 7.590 1.235 0.110
H -1.126 -1.188 1.373
H 1.224 -4.716 -1.884
H -4.250 -4.485 -0.600
C 0.311 -3.358 -0.688
H -1.060 0.144 2.507
H -2.152 -0.769 -4.001
C 2.908 -1.301 1.748
H -3.104 -1.843 -7.916
H 8.402 0.333 -2.184
H -3.369 1.843 0.766
H 4.252 0.097 -0.182
H 2.545 0.081 -0.542
*
```

The calculation puts the electronic energy at -3341.47497 Eh. The value obtained for the largest force on an atom is 3.770 eV/A. The value obtained for the HOMO energy is -7.81 eV. The calculation puts the LUMO energy at 0.00858 Eh. The molar mass comes out at 987.37 g mol⁻¹.